Record 1
Molecular formula: C3HF2NO
Method: DFT, wB97M-V/def2-TZVPD

The value obtained for the HOMO energy is -10.63 eV. Its structure (SMILES) is N#CC(F)(F)C=O. The lowest unoccupied orbital energy is -0.05 eV. As for the energy above the lowest of the compared OMol25 structures with the same formula, charge and spin: 0.9536 eV.

```
! RIJCOSX wB97M-V def2-TZVPD def2/J DEFGRID3
* xyz 0 1
N -0.75 0.97 2.30
C -0.47 0.30 1.40
C -0.13 -0.46 0.25
F -1.17 -0.98 -0.40
F 0.69 -1.51 0.51
C 0.56 0.45 -1.13
O 0.18 1.56 -1.23
H 1.09 -0.33 -1.70
*
```

***

Record 2
Molecular formula: C3HF2NO2
Method: DFT, wB97M-V/def2-TZVPD

The value obtained for the HOMO energy is -9.81 eV. Its structure (SMILES) is Oc1c(F)noc1F. The lowest unoccupied orbital energy is 0.27 eV. As for the energy above the lowest of the compared OMol25 structures with the same formula, charge and spin: 0.0000 eV.

```
! RIJCOSX wB97M-V def2-TZVPD def2/J DEFGRID3
* xyz 0 1
O -0.18 1.82 0.00
C -0.06 0.47 0.01
C -1.15 -0.46 0.00
F -2.42 -0.14 0.00
N -0.78 -1.71 0.00
O 0.61 -1.66 0.00
C 0.99 -0.38 0.00
F 2.28 -0.15 0.00
H 0.71 2.22 -0.01
*
```

***

Record 3
Molecular formula: C3HF3S
Method: DFT, wB97M-V/def2-TZVPD

The value obtained for the HOMO energy (spin up / spin down) is -10.03 / -10.00 eV. The lowest unoccupied orbital energy (spin up / spin down) is 0.85 / -4.59 eV. As for the energy above the lowest of the compared OMol25 structures with the same formula, charge and spin: 4.1501 eV.

```
! RIJCOSX wB97M-V def2-TZVPD def2/J DEFGRID3
* xyz 0 3
C -0.37 0.43 2.58
C 0.30 -0.35 3.10
C -0.03 -0.30 -1.38
F 0.37 -1.17 -0.50
F 0.70 -0.44 -2.47
F -1.31 -0.49 -1.53
S 0.24 1.35 -0.60
H 0.10 0.96 0.80
*
```

***

Record 4
Molecular formula: C3HF7P2
Method: DFT, wB97M-V/def2-TZVPD

The value obtained for the HOMO energy (spin up / spin down) is -9.04 / -9.98 eV. The lowest unoccupied orbital energy (spin up / spin down) is -0.51 / -1.72 eV. As for the energy above the lowest of the compared OMol25 structures with the same formula, charge and spin: 3.0787 eV.

```
! RIJCOSX wB97M-V def2-TZVPD def2/J DEFGRID3
* xyz 0 1
C -1.49 -0.52 -0.23
C -0.30 -0.06 -0.39
C 2.39 -0.04 1.53
F 1.98 0.46 2.68
F 3.42 0.64 1.04
F 2.67 -1.33 1.64
F -3.85 0.50 -0.36
F -3.56 -1.65 -1.25
F 1.93 0.21 -1.64
F 0.99 2.13 -0.60
P -2.88 -0.20 -1.44
P 0.51 0.96 -1.60
H -1.82 -1.11 0.62
*
```

***

Record 5
Molecular formula: C3HFO2Tl
Method: DFT, wB97M-V/def2-TZVPD

The value obtained for the HOMO energy is -14.48 eV. The lowest unoccupied orbital energy is -4.59 eV. As for the energy above the lowest of the compared OMol25 structures with the same formula, charge and spin: 1.5980 eV.

```
! RIJCOSX wB97M-V def2-TZVPD def2/J DEFGRID3
* xyz 1 1
H 2.35 -1.37 -0.21
C 2.02 -0.21 -0.78
C 2.91 0.00 0.07
F 3.84 0.73 0.55
O -4.73 -0.27 0.19
C -3.62 0.04 0.14
O -2.50 0.34 0.09
Tl -0.28 0.75 -0.05
*
```

***

Record 6
Molecular formula: C3HFeLiO4
Method: DFT, wB97M-V/def2-TZVPD

The value obtained for the HOMO energy (spin up / spin down) is -14.91 / -18.58 eV. The lowest unoccupied orbital energy (spin up / spin down) is -7.94 / -11.38 eV.

```
! RIJCOSX wB97M-V def2-TZVPD def2/J DEFGRID3
* xyz 2 7
O -2.18 -1.02 -0.83
C -1.22 -0.54 -0.25
O -0.91 -0.57 0.98
Fe -3.76 -2.08 -0.68
O -0.04 0.19 -1.01
C 0.93 0.49 -0.06
C 0.60 0.18 1.18
O 1.03 0.16 2.35
Li 1.00 0.48 4.07
H 1.27 1.01 -1.11
*
```

***

Record 7
Molecular formula: C3HLaO2
Method: DFT, wB97M-V/def2-TZVPD

The value obtained for the HOMO energy (spin up / spin down) is -11.33 / -11.34 eV. The lowest unoccupied orbital energy (spin up / spin down) is -6.36 / -6.49 eV. As for the energy above the lowest of the compared OMol25 structures with the same formula, charge and spin: 1.9894 eV.

```
! RIJCOSX wB97M-V def2-TZVPD def2/J DEFGRID3
* xyz 1 2
C -3.25 -0.55 0.11
C -2.39 0.34 0.12
O -1.15 0.68 -0.09
C -0.14 -0.43 -0.26
O -0.63 -1.52 -0.22
H -4.05 -1.22 -0.12
La 2.68 0.53 -0.27
*
```

***

Record 8
Molecular formula: C3HN
Method: DFT, wB97M-V/def2-TZVPD

The value obtained for the HOMO energy is -10.71 eV. The lowest unoccupied orbital energy is -0.73 eV. As for the energy above the lowest of the compared OMol25 structures with the same formula, charge and spin: 2.2192 eV.

```
! RIJCOSX wB97M-V def2-TZVPD def2/J DEFGRID3
* xyz 0 1
C -0.27 0.03 -1.12
C -1.34 0.07 -1.79
C 0.32 0.01 0.01
N 0.93 0.02 1.03
H 0.36 -0.13 1.88
*
```

***

Record 9
Molecular formula: C3HN2O3
Method: DFT, wB97M-V/def2-TZVPD

The value obtained for the HOMO energy is -5.22 eV. The lowest unoccupied orbital energy is 3.85 eV. As for the energy above the lowest of the compared OMol25 structures with the same formula, charge and spin: 1.4152 eV.

```
! RIJCOSX wB97M-V def2-TZVPD def2/J DEFGRID3
* xyz -1 1
C 0.22 -1.56 -0.36
C -1.38 1.81 -0.23
C 1.34 0.60 0.46
N 1.00 -0.68 -0.43
N -1.74 0.70 -0.22
O -0.54 -2.47 -0.37
O 1.85 0.28 1.49
O 1.02 1.61 -0.11
H -1.77 -0.29 -0.23
*
```

***

Record 10
Molecular formula: C3HN3O
Method: DFT, wB97M-V/def2-TZVPD

The value obtained for the HOMO energy is -11.15 eV. Its structure (SMILES) is N#Cc1cnon1. The lowest unoccupied orbital energy is -0.86 eV. As for the energy above the lowest of the compared OMol25 structures with the same formula, charge and spin: 2.7892 eV.

```
! RIJCOSX wB97M-V def2-TZVPD def2/J DEFGRID3
* xyz 0 1
N -2.81 -0.06 -0.24
C -1.64 -0.51 0.05
C -0.24 -0.32 0.31
C 0.58 0.87 0.15
N 1.79 0.56 -0.17
O 1.75 -0.89 -0.18
N 0.51 -1.40 0.06
H 0.06 1.76 0.02
*
```

***

Record 11
Molecular formula: C3HN3O2S
Method: DFT, wB97M-V/def2-TZVPD

The value obtained for the HOMO energy (spin up / spin down) is -11.84 / -10.04 eV. The lowest unoccupied orbital energy (spin up / spin down) is -3.17 / -4.76 eV. As for the energy above the lowest of the compared OMol25 structures with the same formula, charge and spin: 5.0732 eV.

```
! RIJCOSX wB97M-V def2-TZVPD def2/J DEFGRID3
* xyz 0 1
C -0.52 -1.72 1.68
C 1.76 1.90 0.21
C 0.17 0.20 -0.71
N -0.87 -2.54 2.41
N 2.89 2.12 0.24
N -1.11 -0.26 -1.00
O -1.32 -1.29 -1.61
O -1.98 0.44 -0.47
S 0.07 1.69 0.08
H 0.92 -0.53 -0.83
*
```

***

Record 12
Molecular formula: C3HNO2S
Method: DFT, wB97M-V/def2-TZVPD

The value obtained for the HOMO energy is -10.55 eV. Its structure (SMILES) is N#CS[C@H]1OC1=O. The lowest unoccupied orbital energy is -0.29 eV. As for the energy above the lowest of the compared OMol25 structures with the same formula, charge and spin: 2.6374 eV.

```
! RIJCOSX wB97M-V def2-TZVPD def2/J DEFGRID3
* xyz 0 1
N -1.84 0.17 2.02
C -1.94 0.10 0.88
S -1.76 -0.11 -0.81
C 0.13 -0.30 -0.63
O 1.02 0.74 -1.13
C 1.51 0.28 -0.02
O 2.34 0.37 0.75
H 0.55 -1.25 -1.06
*
```

***

Record 13
Molecular formula: C3HNO4
Method: DFT, wB97M-V/def2-TZVPD

The value obtained for the HOMO energy is -10.28 eV. The lowest unoccupied orbital energy is -0.92 eV. As for the energy above the lowest of the compared OMol25 structures with the same formula, charge and spin: 3.3629 eV.

```
! RIJCOSX wB97M-V def2-TZVPD def2/J DEFGRID3
* xyz 0 1
C -0.89 -0.69 -0.32
C 0.86 -0.79 0.55
O -1.76 -0.04 0.45
N 0.69 0.24 -0.14
C 1.86 1.70 -0.05
O -1.10 -1.36 -1.27
O 1.28 -1.53 1.36
O 1.71 2.65 -0.67
H -2.66 -0.19 0.09
*
```

***

Record 14
Molecular formula: C3HNOS2
Method: DFT, wB97M-V/def2-TZVPD

The value obtained for the HOMO energy is -9.45 eV. Its structure (SMILES) is O=C1C=NC(=S)S1. The lowest unoccupied orbital energy is -1.69 eV. As for the energy above the lowest of the compared OMol25 structures with the same formula, charge and spin: 1.4106 eV.

```
! RIJCOSX wB97M-V def2-TZVPD def2/J DEFGRID3
* xyz 0 1
O -1.18 2.54 -0.11
C -0.63 1.49 -0.18
C -1.30 0.49 -1.23
N -0.76 -0.72 -1.13
C 0.22 -0.79 0.06
S 0.92 -2.19 0.57
S 0.77 0.73 0.62
H -1.98 0.93 -2.14
*
```

***

Record 15
Molecular formula: C3HNOS3
Method: DFT, wB97M-V/def2-TZVPD

The value obtained for the HOMO energy (spin up / spin down) is 1.86 / 2.05 eV. The lowest unoccupied orbital energy (spin up / spin down) is 5.90 / 5.91 eV. As for the energy above the lowest of the compared OMol25 structures with the same formula, charge and spin: 3.2678 eV.

```
! RIJCOSX wB97M-V def2-TZVPD def2/J DEFGRID3
* xyz -2 1
C 0.78 0.60 1.24
C 2.74 0.76 0.78
C 1.11 -0.73 -0.76
N 0.33 -0.07 0.14
O 0.66 -1.36 -1.72
S -0.22 1.78 1.92
S 3.95 1.06 1.87
S 2.81 -0.66 -0.31
H -0.66 -0.03 -0.12
*
```

***

Record 16
Molecular formula: C3HORu
Method: DFT, wB97M-V/def2-TZVPD

The value obtained for the HOMO energy (spin up / spin down) is -20.15 / -21.72 eV. The lowest unoccupied orbital energy (spin up / spin down) is -11.29 / -12.84 eV.

```
! RIJCOSX wB97M-V def2-TZVPD def2/J DEFGRID3
* xyz 2 6
O 1.29 -0.41 0.22
C 0.10 -0.12 -0.11
C -0.84 0.17 -1.06
C -1.38 -0.06 0.20
H -2.18 0.42 0.78
Ru 3.01 0.01 -0.03
*
```

***

Record 17
Molecular formula: C3HgO3
Method: DFT, wB97M-V/def2-TZVPD

The value obtained for the HOMO energy (spin up / spin down) is -8.33 / -8.07 eV. The lowest unoccupied orbital energy (spin up / spin down) is 0.21 / -2.37 eV.

```
! RIJCOSX wB97M-V def2-TZVPD def2/J DEFGRID3
* xyz 0 3
C -0.71 1.30 0.76
C -1.75 2.01 0.57
O -2.63 2.74 0.14
O 1.72 -2.00 -1.51
O -0.48 0.10 1.10
C 1.76 -2.30 -2.59
Hg 1.41 -1.23 0.89
*
```

***

Record 18
Molecular formula: C3LiMgNaO3
Method: DFT, wB97M-V/def2-TZVPD

The value obtained for the HOMO energy is -15.58 eV. The lowest unoccupied orbital energy is -11.58 eV.

```
! RIJCOSX wB97M-V def2-TZVPD def2/J DEFGRID3
* xyz 2 1
O 2.27 -0.07 0.12
C 1.25 -0.38 -0.52
O 1.16 -0.68 -1.72
Li -0.63 -0.54 -2.26
Na 2.03 0.80 2.13
C -0.10 -0.16 0.26
C -1.22 0.17 0.65
O -2.35 0.66 0.80
Mg -3.96 1.38 1.51
*
```

***

Record 19
Molecular formula: C3LiMgO3Rb
Method: DFT, wB97M-V/def2-TZVPD

The value obtained for the HOMO energy (spin up / spin down) is -16.34 / -14.67 eV. The lowest unoccupied orbital energy (spin up / spin down) is -7.69 / -8.76 eV. As for the energy above the lowest of the compared OMol25 structures with the same formula, charge and spin: 0.1256 eV.

```
! RIJCOSX wB97M-V def2-TZVPD def2/J DEFGRID3
* xyz 2 1
O -1.16 -0.12 2.49
C -1.44 0.19 1.36
O -2.21 0.95 0.81
Li -1.50 1.90 -0.76
Rb 1.82 -1.16 3.47
C 0.19 -0.50 0.08
C 0.70 -0.52 -1.04
O 1.15 -0.17 -2.18
Mg 2.45 -0.56 -4.23
*
```

***

Record 20
Molecular formula: C3N2O3
Method: DFT, wB97M-V/def2-TZVPD

The value obtained for the HOMO energy is -0.87 eV. The lowest unoccupied orbital energy is 6.90 eV. As for the energy above the lowest of the compared OMol25 structures with the same formula, charge and spin: 0.4889 eV.

```
! RIJCOSX wB97M-V def2-TZVPD def2/J DEFGRID3
* xyz -2 1
C -2.41 0.45 -0.22
C -0.34 -0.73 -0.02
C 1.86 0.33 0.03
N -3.50 0.78 0.07
N 0.42 0.19 0.19
O 2.44 1.17 0.72
O -0.88 -1.73 0.04
O 2.40 -0.46 -0.81
*
```

***

no.,F_max (Eh/bohr)
1,0.0906
2,0.0134
3,0.3072
4,0.0313
5,0.0635
6,0.1796
7,0.0588
8,0.0296
9,0.0268
10,0.2246
11,0.0263
12,0.1207
13,0.0895
14,0.0727
15,0.0759
16,0.0925
17,0.1269
18,0.0926
19,0.1330
20,0.1012